#i
{"formula": "C5H10N2", "method": "ωB97M-V with the def2-TZVPD basis set", "homo_ev": [-13.635, -13.198], "multiplicity": 2, "total_charge": 1, "symbols": ["C", "C", "C", "C", "C", "N", "N", "H", "H", "H", "H", "H", "H", "H", "H", "H", "H"], "coordinates": [[-0.98850, 0.40622, 1.52902], [-1.05542, -0.52441, 0.34521], [0.11751, -0.35043, -0.56856], [1.27957, -1.10594, -0.43114], [0.37035, 0.75074, -2.65680], [0.01624, 0.67811, -1.43867], [0.28383, 0.39529, 2.26091], [-1.78788, 0.18670, 2.24308], [-1.28422, 1.41312, 1.20442], [-1.10795, -1.59116, 0.61184], [-1.98547, -0.47323, -0.22422], [1.45911, -1.71867, 0.44489], [2.10207, -1.02145, -1.12599], [0.75460, -0.07044, -3.25435], [0.26086, 1.72979, -3.11792], [0.56463, 1.34159, 2.48551], [1.00066, -0.04585, 1.69276]]}

=====

#ii
{"formula": "C5H10N2", "method": "ωB97M-V with the def2-TZVPD basis set", "homo_ev": [-12.834, -12.831], "multiplicity": 2, "total_charge": 1, "symbols": ["C", "C", "C", "C", "N", "C", "N", "H", "H", "H", "H", "H", "H", "H", "H", "H", "H"], "coordinates": [[-0.13566, -1.49985, 1.33240], [0.54704, -1.17961, -0.01062], [0.48898, 0.24286, -0.39282], [-0.12486, 0.65083, -1.55541], [-0.17044, 1.93146, -1.89618], [-0.99673, 2.86631, -1.92005], [0.84377, -1.51716, 2.40407], [-0.65660, -2.45773, 1.29947], [-0.95381, -0.80691, 1.50928], [1.60001, -1.45006, 0.14572], [0.22450, -1.76680, -0.86614], [1.01696, 0.94321, 0.23981], [-0.58175, -0.00870, -2.27052], [-1.90782, 2.84715, -1.32366], [-0.81314, 3.78463, -2.47668], [1.17107, -0.58047, 2.58194], [0.44848, -1.99916, 3.19941]]}

=====

Which structure is the least stable? The one labeled #i.